Record 1
Below is a 4-piece molecular cluster, C43H87IN11O7P3S overall in a non-equilibrium geometry, with properties calculated with wB97M-V/def2-TZVPD.

Structure (ORCA input):
```
! wB97M-V def2-TZVPD RIJCOSX def2/J DEFGRID3
* xyz 0 1
C 6.07833 -3.48112 -1.53774
C 6.09386 -4.60548 -2.69181
C 4.64188 -4.65634 -3.39903
O 3.60332 -5.06307 -2.81036
O 4.59554 -4.16250 -4.75652
C 4.10114 -2.78647 -4.62565
C 4.06676 -2.06216 -6.05678
C 2.62956 -1.52446 -6.49582
C 2.16272 -1.55979 -7.99299
C 0.74076 -1.05756 -8.43290
C -0.17917 -0.52372 -7.30805
C 0.26821 -0.46687 -5.79813
C 1.68200 -0.95553 -5.41215
N -0.63766 0.06101 -4.76265
O -0.73952 1.44423 -4.82815
C -0.09326 1.89492 -3.57620
C 0.79824 3.21340 -3.77301
N 2.20966 2.79670 -4.02761
C 3.02021 2.68120 -2.77797
C 3.94759 1.34184 -2.82568
C 5.35798 1.54895 -2.08205
O 3.24658 0.25032 -2.13541
C -1.96699 -0.57658 -4.78029
C -2.80424 -0.65001 -6.11372
C -4.20710 -1.28451 -6.22671
C -4.82626 -1.88470 -4.94376
C -4.02163 -1.84754 -3.60184
C -2.59248 -1.20211 -3.48003
C -1.83730 -1.21510 -2.06427
I 0.23133 -1.99215 -2.22726
C -2.55321 -2.13949 -0.95335
C -3.64463 -1.37095 -0.06193
S -1.92929 0.07272 -7.60257
H 7.01948 -3.57685 -0.88799
H 5.11517 -3.57524 -0.93431
H 6.13278 -2.42710 -2.00789
H 6.88000 -4.38048 -3.48507
H 6.25931 -5.64782 -2.25281
H 4.86162 -2.22981 -3.95702
H 3.10064 -2.81626 -4.07806
H 4.74657 -1.13416 -5.96898
H 4.54456 -2.72774 -6.86721
H 2.82631 -1.98660 -8.83209
H 0.39725 -1.08358 -9.53138
H 2.03137 -0.89698 -4.32484
H 0.62843 1.04366 -3.28216
H -0.92673 2.00251 -2.79938
H 0.68521 3.83295 -2.80214
H 0.42270 3.78972 -4.68863
H 2.66962 3.52981 -4.60238
H 3.74005 3.57860 -2.73749
H 2.38704 2.70000 -1.81899
H 4.18529 1.02520 -3.90829
H 6.16640 0.88213 -2.55685
H 5.76239 2.62066 -2.13118
H 5.33885 1.25784 -0.96412
H 3.24210 0.52975 -1.18832
H -4.76559 -1.30032 -7.22840
H -5.87824 -2.33364 -5.01474
H -4.57043 -2.30488 -2.69895
H -1.85338 -0.13886 -1.64158
H -1.70665 -2.49270 -0.24894
H -2.96094 -3.11462 -1.42404
H -4.45585 -2.14798 0.21082
H -3.16027 -1.08457 0.94395
H -4.14797 -0.49517 -0.58990
C -4.16464 7.25998 0.12812
N -3.95425 6.11175 0.98311
C -4.55170 6.31878 2.29487
P -3.24044 4.59365 0.69407
O -4.60177 3.87166 0.72894
N -3.01694 4.23569 -0.98170
C -3.11363 5.18500 -2.07164
C -3.59723 2.96510 -1.44396
N -1.65802 5.37250 0.69852
C -1.29143 6.68218 1.19827
C -0.53448 4.72949 0.01817
H -3.78177 8.16961 0.60989
H -5.23075 7.41301 -0.07659
H -3.65303 7.22334 -0.82493
H -3.77466 6.34656 3.06812
H -5.25012 5.51308 2.55104
H -5.11085 7.25521 2.36438
H -4.14014 5.54588 -2.20909
H -2.79481 4.73537 -3.01792
H -2.43282 6.02773 -1.93072
H -4.67109 3.06296 -1.63396
H -3.44495 2.17322 -0.70732
H -3.11911 2.62249 -2.36859
H -1.38916 7.43961 0.41536
H -0.25169 6.70561 1.54256
H -1.87516 6.98319 2.06862
H -0.37921 5.15615 -0.97831
H -0.68916 3.65290 -0.07956
H 0.39797 4.84263 0.58270
C 1.20677 -4.66491 2.93803
N 2.37537 -3.81148 2.93904
C 2.06629 -2.50074 2.38723
P 3.95234 -4.04254 3.53548
O 3.73922 -3.06187 4.70591
N 4.10917 -5.39312 4.60321
C 3.13124 -6.44555 4.78722
C 4.70210 -5.10101 5.91649
N 4.27972 -5.12984 2.18604
C 3.54226 -5.28937 0.94727
C 5.34847 -6.12128 2.29964
H 0.78898 -4.73827 1.92522
H 0.42389 -4.26767 3.59516
H 1.38670 -5.69118 3.23094
H 2.62598 -2.33830 1.45863
H 2.33215 -1.69664 3.08379
H 1.00611 -2.37619 2.15195
H 2.21840 -6.07518 5.26943
H 3.52914 -7.25094 5.41354
H 2.88678 -6.93509 3.84188
H 3.96174 -4.67680 6.60280
H 5.53311 -4.39923 5.82430
H 5.11259 -6.00621 6.37748
H 2.76439 -6.05087 1.05215
H 4.19533 -5.60578 0.12668
H 3.09380 -4.35929 0.59697
H 4.94874 -7.10418 2.56919
H 6.09034 -5.82625 3.04442
H 5.90167 -6.22829 1.35978
C -2.79538 -0.57518 6.11755
N -2.32194 0.10667 4.93250
C -1.11801 -0.52565 4.41014
P -2.96054 1.40547 4.03582
O -3.36851 0.49298 2.86275
N -4.60865 1.76204 4.41075
C -5.34226 1.26648 5.55698
C -5.53292 1.78513 3.26562
N -2.47798 2.50356 5.32911
C -1.54445 2.27561 6.41363
C -3.15151 3.79401 5.46961
H -2.00039 -0.62244 6.87369
H -3.10162 -1.60289 5.88914
H -3.62230 -0.09506 6.62464
H -0.26633 0.16122 4.47689
H -1.23668 -0.81009 3.35772
H -0.84446 -1.43362 4.95357
H -5.51180 0.18448 5.49671
H -6.32244 1.74780 5.63801
H -4.84000 1.51833 6.49407
H -5.84265 0.77299 2.98338
H -5.07318 2.26271 2.39888
H -6.43425 2.36448 3.49427
H -2.05596 1.86366 7.28816
H -1.06028 3.20575 6.73086
H -0.72011 1.61931 6.13342
H -3.92941 3.75223 6.23880
H -3.60360 4.11390 4.52830
H -2.44852 4.58896 5.74353
*
```

Computed properties:
- Max |F|: 7.784 eV/A
- Kohn-Sham gap: 6.806 eV
- Structure (SMILES): CCC(=O)OCCc1ccc2c(c1)N(OCCNC[C@@H](C)O)c1c(cccc1[C@H](I)CC)S2.CN(C)P(=O)(N(C)C)N(C)C.CN(C)P(=O)(N(C)C)N(C)C.CN(C)P(=O)(N(C)C)N(C)C
- Calculated total energy: -123507.1490 eV
- HOMO energy: -7.68 eV

=====

Record 2
Below is C13H27AlBrClCsFN5O6 as an isolated structure in a non-equilibrium geometry, with properties calculated with wB97M-V/def2-TZVPD.

Structure (ORCA input):
```
! wB97M-V def2-TZVPD RIJCOSX def2/J DEFGRID3
* xyz 1 1
C -5.08895 1.56015 -4.24731
C -4.05670 0.49339 -4.14328
C -4.23430 -0.96611 -3.40411
O -5.15239 -1.79984 -3.94017
O -3.50322 -1.39209 -2.18920
C -2.19337 -1.97813 -2.52347
C -1.02239 -0.80271 -2.52026
C -0.56226 -0.36022 -0.98027
C 0.96064 -0.93672 -0.60070
C 1.20647 -0.69747 1.03621
C 2.14724 0.62999 1.34298
N 1.23724 1.83440 1.22939
C 1.25687 2.97334 0.23406
N 0.09795 3.90037 0.52547
C -0.50875 3.20333 1.73172
N -1.61040 3.52378 2.48866
N 0.20222 1.94388 2.17795
H -4.88352 2.62836 -3.75820
H -6.06409 1.32687 -4.87413
H -2.99160 0.73193 -4.60868
H -1.95798 -2.84970 -1.77832
H -2.29288 -2.44487 -3.60759
H -1.53338 0.16311 -2.99956
H -0.08874 -1.11503 -3.17299
H -1.38953 -0.77567 -0.26180
H -0.59045 0.82401 -0.85666
H 0.95346 -2.10353 -0.74061
H 1.79776 -0.40755 -1.24420
H 0.11400 -0.60909 1.49184
H 1.71382 -1.61823 1.55066
H 3.01949 0.73625 0.53759
H 2.71298 0.55630 2.38979
H 2.00449 3.17688 -0.64282
H -2.14654 4.39240 2.18627
H -1.87178 2.95086 3.32447
H 0.03094 1.27170 2.95861
F -1.18043 -2.09147 -4.93891
Al 1.20762 -2.81473 2.98587
Br 3.88116 -1.14798 1.80224
C 3.18782 -7.58580 2.09783
N 2.65596 -6.20924 1.90824
O 3.48037 -5.29551 1.78871
O 1.42595 -6.08505 1.88477
H 4.27918 -7.54602 2.09825
H 2.81496 -7.95412 3.05573
H 2.82456 -8.19651 1.26880
C 1.49355 6.91562 2.69772
O 0.65842 5.96807 3.33717
H 1.52395 7.82644 3.30038
H 2.50353 6.50883 2.60516
H 1.09109 7.14887 1.70896
H 0.65100 5.17146 2.77980
Cl -5.59601 -3.15575 -2.68678
O 2.55720 -2.17782 -2.52071
H 2.83259 -2.88053 -1.96056
Cs 1.99518 5.63691 4.67602
*
```

Computed properties:
- Max |F|: 18.980 eV/A
- Kohn-Sham gap: 1.821 eV
- Calculated total energy: -126043.4988 eV
- HOMO energy: -6.37 eV

=====

Record 3
Below is C18H52N3NaO9P3Si3 as an isolated structure in a non-equilibrium geometry, with properties calculated with wB97M-V/def2-TZVPD.

Structure (ORCA input):
```
! wB97M-V def2-TZVPD RIJCOSX def2/J DEFGRID3
* xyz -1 1
Na 0.09391 -0.00900 -0.95598
C -2.07661 -1.50992 -4.07844
C -2.13281 -0.00959 -3.80701
O -2.88757 0.64619 -4.81690
P -2.87910 0.32177 -2.18383
O -3.45078 1.79915 -2.16643
O -4.25324 -0.50354 -2.19952
O -1.97606 -0.02147 -1.06673
P -0.39546 0.64788 -3.82901
O -0.67860 2.02016 -2.97023
O -0.11589 0.97243 -5.25141
O 0.46387 -0.25115 -3.00232
H -3.08446 -1.92801 -4.10613
H -1.47744 -2.02021 -3.32556
H -1.60414 -1.66112 -5.05105
H -2.21743 1.00144 -5.43306
H -2.73454 2.45521 -2.05768
H -4.93402 -0.08267 -1.64900
H 0.07404 2.63794 -2.94990
C 3.55451 0.75267 -1.10464
O 2.35783 0.98478 -0.41974
Si 2.23601 1.66976 1.13233
C 2.71210 0.26411 2.30570
C 3.70074 2.87536 1.27149
C 0.58123 2.32408 1.31751
Si 0.19350 3.84072 0.39658
C 1.21707 4.06349 -1.20255
C -1.62413 3.93313 -0.18159
C 0.45976 5.47243 1.34246
Si -0.32967 1.98352 2.85101
C -2.11196 2.64274 2.83108
C 0.41830 2.77129 4.41864
C -0.51182 0.12699 3.26306
H 4.13084 1.67529 -1.24284
H 3.31675 0.34606 -2.09090
H 4.19340 0.02983 -0.57877
H 3.76532 0.00198 2.17578
H 2.10255 -0.61097 2.08668
H 2.56415 0.53056 3.35195
H 4.66501 2.36706 1.18921
H 3.65791 3.34302 2.25734
H 3.67863 3.67455 0.53112
H 1.49911 3.10252 -1.63364
H 2.14322 4.61039 -1.01894
H 0.64926 4.64602 -1.93514
H -2.05011 2.93318 -0.19247
H -1.69489 4.37633 -1.18054
H -2.24091 4.53926 0.48280
H 1.50307 5.57296 1.64574
H -0.14909 5.50392 2.24727
H 0.19501 6.34001 0.73175
H -2.14609 3.72955 2.75093
H -2.61743 2.36388 3.75932
H -2.67926 2.23103 1.99678
H 0.46630 3.85635 4.31593
H 1.43726 2.41699 4.58675
H -0.16855 2.53787 5.31155
H -0.28210 -0.48002 2.38717
H -1.53414 -0.09461 3.57750
H 0.15188 -0.18071 4.07242
C -0.32013 -5.05404 1.80546
N 0.44999 -3.88376 1.45551
C 1.56448 -3.61708 2.34052
P 0.15610 -2.92325 0.12274
O 0.65903 -1.55901 0.39485
N 0.84944 -3.55692 -1.25005
C 1.95064 -2.86566 -1.90730
C 0.89066 -4.99400 -1.42758
N -1.46925 -3.03241 -0.12518
C -2.33327 -2.57381 0.94636
C -2.16415 -3.68787 -1.20651
H 0.27155 -5.97364 1.71061
H -1.19630 -5.14495 1.16663
H -0.66774 -4.98572 2.84239
H 2.31562 -4.41470 2.28911
H 1.21143 -3.54399 3.37385
H 2.03153 -2.67125 2.07324
H 1.98593 -1.82877 -1.59173
H 1.80821 -2.88230 -2.98855
H 2.90491 -3.34687 -1.65642
H 0.04946 -5.47997 -0.93522
H 1.81652 -5.42582 -1.02217
H 0.83730 -5.24029 -2.49259
H -1.75644 -2.01653 1.68348
H -2.83377 -3.41481 1.44418
H -3.08276 -1.89808 0.53375
H -1.49968 -3.84464 -2.05155
H -2.99126 -3.05596 -1.54072
H -2.58227 -4.65678 -0.89298
*
```

Computed properties:
- Max |F|: 1.599 eV/A
- Kohn-Sham gap: 5.779 eV
- Relative energy (zero: lowest compared OMol25 entry of this formula, charge and spin): 0.096 eV
- Calculated total energy: -98339.0309 eV
- HOMO energy: -3.85 eV